{
  "formula": "C2H3Cl2PS3",
  "method": "the ωB97M-V functional and the def2-TZVPD basis",
  "symbols": ["C", "C", "P", "S", "S", "S", "Cl", "Cl", "H", "H", "H"],
  "coordinates": [[2.1527, 0.1196, 0.3361], [1.4388, -0.8148, -0.2926], [-1.5220, 0.2253, 0.3869], [-0.4239, 0.9934, 1.8409], [-2.4312, -1.5045, 0.3402], [-2.4588, 1.7201, -0.7301], [1.4182, -2.5120, -0.1025], [0.2502, -0.1966, -1.4197], [2.8378, 0.0271, 1.0180], [2.0415, 1.1230, 0.1718], [-3.3034, 0.8195, -1.5489]],
  "forces_ev_per_a": [[-3.1, -1.8, -3.2], [0.5, 1.1, 0.1], [-0.9, -0.3, 1.8], [-1.1, -0.5, -1.5], [0.7, 1.1, 0.0], [-1.2, -1.5, -1.3], [0.2, 0.3, 0.1], [0.5, -0.3, -0.3], [3.7, -1.8, 3.8], [-0.9, 2.3, -1.1], [1.6, 1.4, 1.5]],
  "e_homo_ha": -0.33170,
  "gap_ev": 8.11,
  "lumo_energy_ha": -0.0335,
  "e_above_lowest_kj_mol": 130.2
}

=====

{
  "formula": "C4H9B",
  "method": "the ωB97M-V functional and the def2-TZVPD basis",
  "symbols": ["B", "C", "C", "C", "C", "H", "H", "H", "H", "H", "H", "H", "H", "H"],
  "coordinates": [[0.4048, 0.0980, -0.0879], [1.6325, -0.8305, 0.1117], [2.0295, 0.6073, -0.2198], [-2.2136, -0.2599, -0.1748], [-1.0161, 0.6335, 0.0719], [1.9751, -1.2279, 0.9968], [1.7479, -1.7536, -0.5371], [2.4833, 0.7162, -1.2507], [2.5463, 1.1144, 0.5303], [-2.2909, -0.9199, 0.6756], [-3.1636, 0.2027, 0.1989], [-2.1792, -0.7702, -1.1062], [-1.0958, 1.5737, -0.4693], [-0.8601, 0.8163, 1.2604]],
  "forces_ev_per_a": [[3.5, 0.6, 0.6], [-1.3, -1.2, -2.2], [-2.2, -1.7, -3.0], [-0.9, 0.7, 3.0], [0.5, 0.2, 1.3], [0.3, -0.4, 2.5], [0.1, 1.5, -0.2], [-0.7, 0.2, 1.2], [0.6, 0.8, 1.1], [0.9, -1.5, -0.1], [0.3, 0.5, -1.8], [-0.6, -0.3, -0.7], [-0.1, 0.3, 0.4], [-0.5, 0.1, -2.4]],
  "smiles": "CCB1CC1",
  "e_homo_ha": -0.31673,
  "gap_ev": 9.19,
  "lumo_energy_ha": 0.0209,
  "e_above_lowest_kj_mol": 169.9
}

=====

{
  "formula": "C12H21BFeN5",
  "method": "the ωB97M-V functional and the def2-TZVPD basis",
  "symbols": ["Fe", "C", "C", "N", "C", "C", "C", "C", "C", "C", "C", "N", "C", "C", "N", "N", "H", "H", "H", "H", "H", "H", "H", "H", "H", "H", "H", "H", "H", "H", "H", "H", "H", "H", "B", "C", "N", "H", "H", "H"],
  "coordinates": [[0.3908, -0.6835, -0.9651], [0.1048, 2.2688, 0.1592], [1.5317, 2.1612, -0.3774], [2.0851, 0.8179, -0.1420], [2.4845, 0.5630, 1.2505], [1.5533, -0.3671, 1.9891], [1.8441, -0.7745, 3.2864], [0.9437, -1.6047, 3.9383], [-0.2229, -1.9845, 3.2913], [-0.4400, -1.5348, 1.9949], [-1.7084, -1.8942, 1.2584], [-1.7433, -1.4062, -0.1275], [-2.6417, -0.2622, -0.3475], [-2.0201, 1.0308, 0.1801], [-0.7553, 1.2913, -0.5131], [0.4503, -0.7732, 1.3664], [0.0931, 2.0497, 1.2283], [-0.2608, 3.2914, 0.0114], [1.5336, 2.3365, -1.4563], [2.1537, 2.9303, 0.0983], [2.9042, 0.7119, -0.7345], [3.4848, 0.1261, 1.2829], [2.5328, 1.5054, 1.8123], [2.7536, -0.4491, 3.7655], [1.1426, -1.9392, 4.9459], [-0.9502, -2.6184, 3.7752], [-1.8079, -2.9818, 1.2782], [-2.5549, -1.4875, 1.8280], [-2.0521, -2.1657, -0.7294], [-2.8131, -0.1756, -1.4235], [-3.6095, -0.4238, 0.1445], [-2.7287, 1.8559, 0.0424], [-1.8078, 0.9324, 1.2463], [-0.9608, 1.6265, -1.4566], [0.1469, -0.3194, -5.7963], [0.1713, -0.3762, -4.2826], [0.1752, -0.4532, -3.1252], [-0.9265, 0.0768, -6.1305], [0.8379, 0.4260, -6.4207], [0.6858, -1.3285, -6.1453]],
  "forces_ev_per_a": [[-1.0, 1.7, 1.7], [0.4, 0.1, -0.2], [-0.3, 0.3, 0.2], [0.0, -0.8, -0.7], [0.0, -0.1, 0.2], [0.2, -0.1, 0.5], [-0.2, 0.1, -0.3], [0.0, 0.1, -0.1], [0.0, 0.2, -0.2], [-0.1, -0.3, 0.4], [0.1, -0.1, 0.2], [0.7, -0.4, -0.7], [-0.1, 0.4, 0.2], [-0.3, -0.3, -0.2], [0.3, -0.6, -0.7], [0.1, -0.1, -1.3], [0.0, 0.0, 0.0], [0.0, -0.1, 0.1], [0.0, 0.1, 0.0], [-0.1, -0.1, -0.1], [0.0, 0.1, 0.1], [0.0, 0.1, -0.1], [0.1, -0.1, -0.1], [0.1, 0.0, 0.1], [0.0, 0.0, 0.0], [-0.1, 0.0, 0.1], [-0.1, 0.1, -0.1], [0.0, -0.1, -0.1], [-0.1, 0.1, 0.2], [-0.1, 0.0, 0.0], [0.1, 0.0, -0.1], [0.1, -0.1, 0.1], [0.0, 0.1, 0.0], [0.0, 0.1, 0.2], [-1.4, -1.1, 1.2], [-0.1, -0.2, 2.0], [0.2, -0.2, -0.3], [-0.1, 0.8, -0.3], [0.7, 0.5, -1.3], [1.0, -0.1, -0.5]],
  "e_homo_ha": [-0.57239, -0.57217],
  "total_charge": 2,
  "gap_ev": [9.43, 4.78],
  "lumo_energy_ha": [-0.2257, -0.3964],
  "multiplicity": 6,
  "s2": 8.76
}

=====

{
  "formula": "C8H10CrF4N2O7S",
  "method": "the ωB97M-V functional and the def2-TZVPD basis",
  "symbols": ["Cr", "O", "H", "C", "F", "F", "F", "S", "O", "O", "O", "C", "C", "O", "C", "O", "O", "F", "H", "H", "H", "C", "C", "N", "H", "H", "H", "C", "C", "N", "H", "H", "H"],
  "coordinates": [[-1.9403, 1.0982, -0.2438], [-0.2286, 0.3346, -0.1162], [0.6458, 0.0736, 0.1947], [-4.2399, -1.8420, 2.1360], [-3.9275, -3.1046, 1.9090], [-5.4503, -1.7528, 2.6601], [-3.3506, -1.3044, 2.9754], [-4.2495, -0.8837, 0.5302], [-2.7803, -0.5622, 0.3309], [-4.7224, -1.8028, -0.4566], [-4.9541, 0.3580, 0.7355], [3.2674, 0.0877, -1.1909], [2.3044, -0.9956, -1.6838], [2.8342, -2.1724, -1.1879], [4.1548, -1.9830, -0.8416], [4.8839, -2.8621, -0.5514], [4.4407, -0.6706, -0.8450], [2.3443, -0.9686, -3.0544], [2.9755, 0.5191, -0.2275], [3.5523, 0.8228, -1.9349], [1.2667, -0.9009, -1.3687], [0.7605, 3.6615, -3.2282], [-0.1628, 2.9900, -2.3539], [-0.8980, 2.4471, -1.6649], [1.3567, 4.4188, -2.7219], [0.2125, 4.1924, -4.0099], [1.3947, 2.9123, -3.7037], [0.4465, -0.6521, 3.4841], [-0.5995, 0.2405, 2.9840], [-1.4579, 0.9215, 2.6404], [0.0155, -1.4098, 4.1341], [1.1835, -0.0758, 4.0397], [0.9219, -1.1345, 2.6309]],
  "forces_ev_per_a": [[1.8, -2.2, 1.0], [-1.5, 0.7, -0.6], [-0.2, 0.1, 0.4], [0.1, 0.5, -0.1], [0.0, 0.1, 0.0], [0.1, -0.1, 0.0], [-0.1, -0.1, 0.0], [-1.7, -0.2, -0.4], [1.5, 1.0, -0.7], [0.4, 0.3, 0.4], [0.5, -0.1, 0.1], [0.7, -0.7, 1.2], [0.5, 0.6, -0.1], [-0.3, 0.1, -0.2], [0.3, -0.5, 0.2], [-0.1, 0.2, 0.0], [-0.1, 0.2, -0.4], [-0.3, -0.3, -0.1], [-0.4, 0.4, -0.4], [-0.3, 0.1, 0.0], [0.0, -0.1, -0.2], [0.1, 0.3, -0.7], [-0.3, 0.1, 0.3], [-0.7, -0.3, 0.6], [0.0, -0.2, 0.3], [-0.1, -0.2, 0.0], [0.1, 0.1, 0.0], [-0.1, 0.3, -0.2], [-0.1, -0.1, 0.4], [0.2, 0.3, -0.8], [-0.1, 0.0, 0.0], [0.0, 0.0, 0.0], [0.1, -0.1, 0.1]],
  "e_homo_ha": [-0.51854, -0.51920],
  "total_charge": 1,
  "gap_ev": [5.86, 8.57],
  "lumo_energy_ha": [-0.3032, -0.2041],
  "multiplicity": 4,
  "s2": 4.13,
  "e_above_lowest_kj_mol": 69.4
}

=====

{
  "formula": "C9H11O3",
  "method": "the ωB97M-V functional and the def2-TZVPD basis",
  "symbols": ["C", "C", "C", "C", "C", "C", "C", "O", "H", "H", "H", "H", "H", "H", "H", "H", "C", "C", "O", "O", "H", "H", "H"],
  "coordinates": [[-0.5708, 3.6805, 0.5489], [-0.0492, -0.0161, -0.3153], [-0.0064, 1.2229, 0.3412], [-0.7939, -0.1009, -1.4686], [-0.6559, 2.3571, -0.1286], [-1.4633, 1.0207, -2.0194], [-1.3604, 2.2152, -1.3383], [-0.9394, -1.2516, -2.1956], [0.6260, -0.8112, -0.0237], [0.5541, 1.3626, 1.2592], [-0.3901, -1.9082, -1.8089], [-1.5991, 1.0298, -3.0934], [-0.5468, 3.6931, 1.6374], [-1.4627, 4.2498, 0.2698], [-1.8220, 3.0925, -1.7825], [0.3035, 4.2751, 0.2629], [1.0053, -3.9563, 1.3795], [2.1091, -2.8059, 1.4374], [2.5047, -2.3748, 2.4778], [2.2528, -2.4628, 0.2067], [0.6451, -4.1690, 0.3840], [0.2704, -3.5202, 2.0532], [1.3891, -4.8223, 1.9163]],
  "forces_ev_per_a": [[-0.3, 1.0, 0.1], [0.2, 0.8, 0.2], [0.0, 0.3, 0.2], [-1.0, 0.4, -1.0], [-0.2, -1.1, -0.4], [2.0, -0.2, 0.5], [-0.1, 0.5, 0.2], [-0.3, 0.8, -0.3], [-0.4, -0.1, 0.2], [0.2, -0.4, 0.0], [0.7, -1.0, 0.4], [-1.0, -0.3, 0.1], [-0.1, -0.6, 0.1], [0.2, 0.2, 0.0], [0.1, 0.0, 0.0], [-0.1, -0.2, -0.3], [0.3, 0.4, 0.6], [-0.7, -0.2, 0.0], [0.4, 0.0, 0.0], [0.3, -0.2, 0.1], [-0.2, -0.2, 0.0], [-0.4, 0.1, -0.4], [0.4, 0.0, -0.4]],
  "e_homo_ha": [-0.30612, -0.30611],
  "gap_ev": [8.87, 4.99],
  "lumo_energy_ha": [0.0198, -0.1228],
  "multiplicity": 2,
  "s2": 0.76,
  "e_above_lowest_kj_mol": 139.8
}

=====

{
  "formula": "C4H5Cl2NO4",
  "method": "the ωB97M-V functional and the def2-TZVPD basis",
  "symbols": ["C", "C", "C", "C", "N", "O", "O", "O", "O", "Cl", "Cl", "H", "H", "H", "H", "H"],
  "coordinates": [[0.6706, 0.9309, 0.0082], [2.2850, 0.5924, -1.6907], [-0.7832, 0.7022, 0.4088], [-0.9430, -0.9981, 0.8964], [-2.4196, -1.1596, 1.2582], [1.5094, 1.5073, 0.6177], [-2.7014, -2.0335, 2.0189], [-3.1711, -0.4930, 0.5971], [0.9416, 0.4046, -1.2181], [-0.8518, -2.0992, -0.4515], [0.2676, -1.3421, 2.0847], [2.4868, -0.2743, -2.1222], [3.0245, 0.5290, -0.9217], [2.3881, 1.5742, -2.2652], [-1.4446, 0.7801, -0.4992], [-1.2588, 1.3792, 1.2785]],
  "forces_ev_per_a": [[-0.3, -0.2, -1.0], [-0.8, 3.8, 1.4], [-1.8, -1.8, 0.9], [0.4, 3.7, -1.5], [0.4, -0.2, 0.0], [0.3, 0.7, 1.2], [-0.2, -0.4, 0.9], [-0.5, 0.4, 0.1], [-0.5, 0.3, 0.7], [0.5, -0.2, -0.5], [-0.5, -0.2, 0.4], [0.6, -3.4, -3.4], [0.1, 0.8, 1.1], [-0.1, -1.7, 0.6], [0.8, -0.1, 1.0], [1.7, -1.6, -1.9]],
  "smiles": "COC(=O)CC(Cl)(Cl)[N+](=O)[O-]",
  "e_homo_ha": -0.40163,
  "gap_ev": 10.61,
  "lumo_energy_ha": -0.0118,
  "e_above_lowest_kj_mol": 0.0
}

=====

{
  "formula": "C4H10O2",
  "method": "the ωB97M-V functional and the def2-TZVPD basis",
  "symbols": ["C", "C", "C", "O", "C", "O", "H", "H", "H", "H", "H", "H", "H", "H", "H", "H"],
  "coordinates": [[0.7936, 0.9480, -1.1550], [0.1966, -0.1243, -0.2554], [-1.1651, -0.6090, -0.7694], [1.1191, -1.2058, -0.2477], [0.0778, 0.4085, 1.1714], [-0.3601, -0.6693, 1.9855], [1.8222, 1.1600, -0.8471], [0.8132, 0.6006, -2.1926], [0.2085, 1.8735, -1.1092], [-1.9703, 0.0906, -0.5178], [-1.1400, -0.7353, -1.8565], [-1.4082, -1.5755, -0.3193], [0.8408, -1.7680, 0.4918], [1.0667, 0.7661, 1.4931], [-0.6313, 1.2505, 1.2067], [-0.2052, -0.4377, 2.9082]],
  "forces_ev_per_a": [[0.0, 0.0, 0.0], [-0.1, 0.2, -0.1], [-0.1, 0.0, 0.0], [0.0, -0.2, 0.2], [0.1, 0.3, -0.2], [0.0, 0.0, 0.3], [-0.1, 0.0, 0.0], [0.0, 0.0, 0.2], [0.1, -0.1, 0.0], [0.1, 0.0, -0.1], [0.0, 0.0, 0.2], [0.0, 0.2, 0.0], [0.1, 0.0, -0.2], [-0.1, -0.1, 0.0], [0.1, -0.2, 0.0], [-0.1, -0.1, -0.1]],
  "smiles": "CC(C)(O)CO",
  "e_homo_ha": -0.37151,
  "gap_ev": 10.85,
  "lumo_energy_ha": 0.0271,
  "e_above_lowest_kj_mol": 45.5
}

=====

{
  "formula": "C7H10N6",
  "method": "the ωB97M-V functional and the def2-TZVPD basis",
  "symbols": ["C", "C", "C", "C", "C", "C", "C", "N", "N", "N", "N", "N", "N", "H", "H", "H", "H", "H", "H", "H", "H", "H", "H"],
  "coordinates": [[3.9065, 0.7504, -0.8711], [4.1788, 1.2494, 0.4985], [3.0667, -0.2858, -0.6680], [2.5134, -1.6559, 1.1721], [-1.1982, -1.6979, -1.4947], [-1.7447, -0.3121, 0.5755], [-0.6213, -0.8520, -0.2817], [3.6355, 0.4157, 1.3924], [2.2112, -2.7216, 1.4885], [-0.1916, 1.9935, -2.1538], [-0.1048, 1.0887, -1.5077], [3.0285, -0.5298, 0.6993], [0.1974, 0.1768, -0.7783], [4.2045, 1.4408, -1.6128], [4.9860, 1.8993, 0.7062], [2.6577, -1.0434, -1.3181], [-0.7696, -2.6648, -1.5529], [-0.9946, -1.0025, -2.3988], [-2.2073, -1.7019, -1.3120], [-2.3418, 0.3314, -0.1864], [-1.4376, 0.3522, 1.3922], [-2.2463, -1.1472, 1.1699], [0.0027, -1.6495, 0.2249]],
  "forces_ev_per_a": [[-0.3, 1.9, 3.1], [-1.1, -3.6, -1.2], [0.8, -1.1, -0.6], [0.2, -1.0, 0.9], [2.0, 3.6, -0.6], [-0.9, 0.3, 0.2], [-0.6, -3.0, -0.2], [1.8, 1.8, 0.9], [-0.3, 0.3, 0.0], [-0.3, 1.2, -1.0], [-0.3, -0.8, 0.7], [-0.7, 0.9, -2.4], [2.4, 0.5, 0.6], [0.0, -0.4, -1.5], [0.0, 1.0, 0.8], [-0.2, 0.3, -0.1], [0.4, -0.8, -0.4], [-0.5, -1.8, 1.0], [-2.6, -0.6, -0.1], [0.1, -1.3, 1.7], [0.4, 0.1, -0.4], [0.0, 1.0, -1.5], [-0.3, 1.6, 0.0]],
  "e_homo_ha": -0.35098,
  "gap_ev": 10.33,
  "lumo_energy_ha": 0.0288,
  "e_above_lowest_kj_mol": 586.2
}

=====

The calculation returns the following F_max values, one per record and in order: 5.62, 4.10, 2.58, 2.99, 2.03, 4.80, 0.36, 4.12 eV Å⁻¹.